Entry 1:
25
Properties=species:S:1:pos:R:3 method="wB97M-V/def2-TZVPD" smiles="CC(=O)NCCc1ccc(Cl)cc1" total_charge=0 homo_ev=-9.05 total_energy_ev=-26625.007 e_above_lowest_kcal_mol=14.3 max_force_ev_per_a=2.922 orbital_gap_ha=0.3578
H -2.103 2.455 0.866
Cl -4.894 -1.326 -0.068
N 1.994 0.100 0.409
C -2.112 1.486 0.359
H 1.534 0.636 -1.515
C -1.108 -0.263 -0.899
C 0.246 1.796 -0.223
O 2.507 -1.308 -1.274
H 0.341 2.304 0.692
C -2.285 -1.060 -0.815
C 2.801 -2.115 1.024
H 0.181 2.619 -0.970
H -2.416 -2.028 -1.271
C -3.312 -0.540 -0.096
H 1.996 0.280 1.411
H 3.164 -1.687 1.923
H -4.077 1.047 1.138
C -3.255 0.718 0.495
C 2.472 -1.079 -0.073
H 1.844 -2.658 1.115
H 3.637 -2.756 0.679
C -1.003 0.993 -0.326
C 1.610 1.125 -0.539
H 2.424 1.941 -0.575
H -0.186 -0.679 -1.469


Entry 2:
28
Properties=species:S:1:pos:R:3 method="wB97M-V/def2-TZVPD" smiles="NC(=O)OC[C@@H](O)COc1ccc(Cl)cc1" total_charge=0 homo_ev=-8.59 total_energy_ev=-32767.567 e_above_lowest_kcal_mol=5.2 max_force_ev_per_a=0.827 orbital_gap_ha=0.3411
N -2.217 -0.624 -1.048
O 1.792 2.696 -3.008
H -0.510 1.549 1.026
H -0.567 1.844 -3.407
H 0.728 2.670 -0.094
H 1.326 -2.930 1.992
C 0.931 -1.950 1.771
H -1.800 -0.046 2.343
C -1.293 -0.016 -1.824
C -0.375 2.082 -2.356
O 2.008 1.027 0.036
O -1.213 1.304 -1.519
C -0.324 -1.585 2.235
H -2.267 -1.627 -1.072
O -0.656 -0.554 -2.690
H 1.350 0.803 -2.290
C 1.121 1.859 -2.094
H 2.720 2.437 -3.049
H -2.601 -0.136 -0.260
C -0.089 0.576 1.221
C -0.829 -0.326 1.965
C 1.667 -1.050 1.032
C 1.167 0.222 0.740
H 2.647 -1.312 0.666
C 1.538 2.176 -0.634
H 2.391 2.862 -0.665
H -0.634 3.125 -2.162
Cl -1.266 -2.708 3.157


Entry 3:
27
Properties=species:S:1:pos:R:3 method="wB97M-V/def2-TZVPD" smiles="CN(/C(F)=C/c1ccccc1)S(C)(=O)=O" total_charge=0 homo_ev=-8.68 total_energy_ev=-29699.927 e_above_lowest_kcal_mol=0.0 max_force_ev_per_a=3.702 orbital_gap_ha=0.3353
H 1.938 2.401 -1.093
C 0.298 0.549 -0.338
O -3.879 0.859 1.981
C 3.690 1.296 -1.724
H -2.177 1.342 -1.278
C 4.227 0.084 -1.585
S -2.690 0.105 1.915
N -1.945 0.378 0.508
H -3.692 1.226 -0.362
F -0.288 -1.291 1.047
H 4.255 2.156 -2.104
H 4.293 -1.855 -0.842
H -4.073 -1.653 2.509
H -3.074 -0.100 -1.305
H 5.256 -0.073 -1.809
C 1.699 0.334 -0.687
C 2.328 -0.909 -0.536
H 1.850 -1.714 -0.097
C 2.405 1.419 -1.191
C -3.103 -1.623 2.099
H -2.511 -2.298 2.733
C -0.624 -0.159 0.278
O -1.778 0.277 2.975
H -0.097 1.465 -0.675
C 3.669 -1.012 -0.861
C -2.742 0.736 -0.615
H -3.234 -1.940 1.059


Entry 4:
24
Properties=species:S:1:pos:R:3 method="wB97M-V/def2-TZVPD" total_charge=0 homo_ev=-6.78 total_energy_ev=-13538.728 e_above_lowest_kcal_mol=140.0 max_force_ev_per_a=7.937 orbital_gap_ha=0.2362
H -3.061 0.789 3.243
H 1.655 2.765 5.319
C -1.912 2.646 3.490
C -3.105 1.850 3.495
H 1.850 1.640 2.122
H -3.202 5.634 4.557
H -1.093 4.643 3.678
H -5.212 1.788 4.013
C -0.636 2.079 3.110
C 1.691 1.518 3.201
C 0.719 3.106 4.873
H 2.554 1.904 3.722
N 0.511 2.284 3.681
H -0.518 0.905 2.671
C -3.187 4.567 4.243
N -1.274 -0.101 0.698
C -4.340 3.756 4.330
C -4.292 2.399 3.937
H 0.747 4.169 4.544
H -0.165 2.946 5.550
C -0.938 0.510 1.631
H -5.269 4.208 4.677
C -1.992 4.044 3.783
H 1.631 0.436 3.391


Entry 5:
24
Properties=species:S:1:pos:R:3 method="wB97M-V/def2-TZVPD" smiles="CC1=N[C@H]1N(C)c1ccccc1" total_charge=0 homo_ev=-7.23 total_energy_ev=-13540.666 e_above_lowest_kcal_mol=95.4 max_force_ev_per_a=5.480 orbital_gap_ha=0.2908
N -3.006 0.441 -0.306
H -3.626 -2.392 0.037
H -1.015 3.177 -0.609
H 3.807 1.577 0.433
C -0.957 2.273 0.077
H -0.335 2.612 0.948
H 2.150 -2.455 -0.458
C 3.047 0.778 0.130
C 1.771 1.310 -0.002
H 4.407 -0.939 -0.149
N -0.543 1.091 -0.574
H 1.498 2.268 0.247
C 0.865 -0.842 -0.785
H -2.043 2.012 0.403
H -1.891 0.212 -2.126
H -1.799 -2.619 0.145
C 0.661 0.513 -0.515
C -2.511 -0.698 -0.145
C 3.299 -0.631 -0.179
H -2.686 -2.165 1.529
C -2.578 -1.991 0.442
C -1.845 0.171 -1.109
C 2.189 -1.352 -0.537
H 0.089 -1.543 -0.990


Entry 6:
24
Properties=species:S:1:pos:R:3 method="wB97M-V/def2-TZVPD" smiles="CC1=Cc2[nH]nc3c2[C@@]1(C)CC3" total_charge=0 homo_ev=-8.09 total_energy_ev=-13541.359 e_above_lowest_kcal_mol=79.4 max_force_ev_per_a=4.759 orbital_gap_ha=0.3284
H -1.439 -1.266 -1.593
H -1.566 0.406 -1.087
C -2.225 -0.831 0.490
C -0.267 0.107 1.133
C 0.804 -1.949 -0.185
C 0.171 -0.507 -0.192
C 1.241 1.493 0.393
N -1.902 1.160 2.220
H 2.523 -0.447 -2.097
C -1.593 0.061 1.546
C -1.280 -0.562 -0.740
H -3.233 -0.556 0.087
C 0.235 1.338 1.463
H 0.919 -2.190 -1.272
H 1.593 0.670 -2.807
C 2.071 0.569 -1.808
C 1.161 0.574 -0.621
H -0.902 2.881 2.568
H 1.705 -2.011 0.505
H 0.053 -2.567 0.214
N -0.741 1.914 2.226
H -2.053 -1.835 0.851
H 2.828 1.210 -1.622
H 1.894 2.339 0.329


Entry 7:
24
Properties=species:S:1:pos:R:3 method="wB97M-V/def2-TZVPD" total_charge=0 homo_ev=-8.78 total_energy_ev=-13537.350 e_above_lowest_kcal_mol=171.8 max_force_ev_per_a=17.601 orbital_gap_ha=0.3546
C -3.750 -0.799 0.833
H 3.517 1.948 0.807
H -3.724 -0.254 1.502
N -1.477 -0.749 0.309
H -1.100 -1.669 -0.073
C 0.932 -0.022 -0.049
H -2.991 1.594 -1.087
C 1.711 1.079 0.337
C -0.512 0.247 -0.268
H -3.054 -1.090 -1.296
C 3.082 1.074 0.476
H 0.862 -2.075 -0.554
H -4.558 -0.461 0.133
C -2.549 1.104 -0.546
C 1.567 -1.126 -0.444
C 2.999 -1.305 -0.259
C 3.674 -0.145 0.196
N -1.096 1.281 -0.476
H -3.712 -1.896 0.952
C -2.757 -0.325 -0.212
H 3.507 -2.258 -0.636
H 4.577 -0.374 0.200
H 1.200 2.155 0.470
H -2.892 1.964 0.366


Entry 8:
26
Properties=species:S:1:pos:R:3 method="wB97M-V/def2-TZVPD" total_charge=0 homo_ev="-4.68 / -8.50" total_energy_ev=-26420.760 e_above_lowest_kcal_mol=27.7 s_squared=2.0200 max_force_ev_per_a=3.866 orbital_gap_ha="0.1973 / 0.2274" multiplicity=3
H -3.766 0.492 0.764
H -1.325 -0.933 1.229
H -0.060 3.090 0.523
N -0.760 -0.081 -0.426
H 1.767 -3.755 0.441
C 1.702 -2.748 0.112
H -2.363 1.363 1.453
C -0.931 1.224 -0.846
H -2.410 -1.257 -0.087
C -2.384 1.652 -0.610
H -2.456 2.728 -0.608
H -0.430 1.475 -1.724
H -2.881 1.316 -1.461
C 2.932 -2.048 0.125
H 3.794 -0.146 -0.136
C -1.834 -0.534 0.447
C -2.694 0.756 0.611
O 2.901 1.968 0.745
C 1.688 -0.005 -0.398
N 0.284 2.097 0.517
C 0.489 -0.705 -0.414
H 3.863 -2.493 0.453
H -0.376 -2.565 -0.145
C 2.890 -0.651 -0.122
S 1.841 1.843 -0.277
C 0.520 -2.082 -0.167


Entry 9:
25
Properties=species:S:1:pos:R:3 method="wB97M-V/def2-TZVPD" smiles="CC1(C)OC=CO1.C#CC(O)=C=C" total_charge=0 homo_ev=-7.77 total_energy_ev=-16699.975 e_above_lowest_kcal_mol=177.7 max_force_ev_per_a=5.761 orbital_gap_ha=0.3121
C -0.410 0.347 -2.299
C 1.977 0.711 0.578
H 1.539 0.793 -0.399
H 0.529 -0.542 3.297
H 0.601 -1.366 -1.725
C 1.107 -0.181 1.416
H 1.929 1.673 0.970
C 1.410 -0.213 2.910
H -0.119 2.219 -0.461
H -0.424 -2.486 -0.428
C -0.981 -0.497 0.415
H 2.121 -1.000 3.174
H 3.000 0.306 0.642
H 1.649 0.753 3.282
C -0.198 -1.548 0.214
C -1.249 1.051 -1.587
O -1.032 2.169 -0.838
H 0.704 -0.612 -3.465
O -0.314 0.443 1.178
C 0.328 -0.692 -2.428
C -3.785 0.216 -1.751
H -1.981 -0.475 0.055
H -4.774 -0.227 -1.945
C -2.640 0.612 -1.624
O 1.015 -1.455 0.818


Entry 10:
23
Properties=species:S:1:pos:R:3 method="wB97M-V/def2-TZVPD" total_charge=0 homo_ev="-7.68 / -7.68" total_energy_ev=-18434.737 e_above_lowest_kcal_mol=137.0 max_force_ev_per_a=4.957 orbital_gap_ha="0.2728 / 0.2728"
H -0.231 2.477 -1.632
C -2.664 0.744 0.008
H 3.074 1.356 2.152
C -0.625 -1.450 0.401
H 1.947 -1.608 -1.993
H 3.177 -0.051 -0.458
C 0.665 0.622 -1.146
H -0.756 -2.458 0.061
C -2.396 0.006 1.318
C 2.032 1.153 1.778
H 1.592 -2.695 -0.797
C 0.476 -0.880 -0.444
H -2.384 1.650 -1.790
H 1.442 2.059 1.941
H -2.734 0.533 2.267
H -3.584 0.412 -0.332
C -1.887 1.181 -0.980
C 1.086 -1.953 -1.371
C -0.439 1.469 -1.083
C -1.632 -1.089 1.254
H 0.218 -2.290 -1.918
Si 1.871 0.279 0.131
H 1.752 0.532 2.631


Entry 11:
41
Properties=species:S:1:pos:R:3 method="wB97M-V/def2-TZVPD" total_charge=+1 homo_ev=-13.14 total_energy_ev=-59754.176 max_force_ev_per_a=6.732 orbital_gap_ha=0.2838
C 0.083 -3.368 1.487
O -0.860 -3.995 3.742
F 1.026 -5.242 3.876
H -2.073 3.485 -0.488
H -2.642 5.605 -5.446
F -0.304 -5.116 5.581
O 1.026 0.766 -2.625
F 2.232 -3.851 2.427
B -1.302 4.722 -2.412
F 1.464 -2.367 4.170
H -1.876 1.348 -2.210
F 2.179 -2.838 0.512
H 2.206 2.471 -0.499
F -0.520 2.418 -3.584
H -1.691 3.985 -5.307
C 0.419 1.526 -1.521
N 0.290 -0.380 -2.752
H -0.788 5.563 -4.811
C -1.181 3.490 -1.280
H -1.766 -4.297 1.978
H -0.435 -5.381 2.219
H 1.477 -0.385 -0.085
C 1.005 -3.192 5.147
O -0.250 5.790 -2.267
C 1.539 -3.765 1.271
S 0.190 0.236 -0.140
O -0.051 -0.519 -3.940
C -0.737 -4.335 2.358
C -0.980 2.122 -2.193
F -0.020 -2.114 2.003
F -0.529 -3.314 0.262
H 0.582 5.480 -2.737
N 1.212 2.592 -0.798
O -2.368 4.785 -3.434
H 1.615 -4.726 0.751
C 0.350 3.665 -0.630
H 0.612 4.680 -0.068
F 2.096 -3.604 5.846
H 0.372 -2.602 5.812
C -1.837 5.046 -4.781
C 0.237 -4.386 4.567


Entry 12:
28
Properties=species:S:1:pos:R:3 method="wB97M-V/def2-TZVPD" smiles="N#CB(N)c1ccc(C[C@@H]([NH3+])C=O)cc1" total_charge=+1 homo_ev=-13.13 total_energy_ev=-17767.157 e_above_lowest_kcal_mol=0.0 max_force_ev_per_a=5.962 orbital_gap_ha=0.3526
N -0.143 1.382 -1.960
H -1.625 -2.267 0.993
C 1.542 -0.414 -1.873
C -0.252 -1.521 -0.511
C -0.920 -1.486 0.787
C 0.613 0.408 -2.802
H 0.356 2.255 -2.078
N -1.748 1.960 4.352
O 1.076 2.441 -3.959
H 1.842 -1.348 -2.426
B -1.570 -0.492 3.461
H -0.074 -0.196 -3.327
C -1.784 0.920 3.879
C 0.801 -0.621 -0.590
H 0.344 1.243 2.296
H 2.319 0.771 -3.957
C -0.655 -0.581 1.749
H -0.367 -2.459 -1.063
H -1.648 -2.520 3.839
C 1.020 0.337 0.424
H 0.198 1.265 -0.962
N -1.874 -1.609 4.151
C 1.416 1.322 -3.702
H -1.148 1.258 -1.965
C 0.306 0.419 1.653
H 1.837 1.011 0.243
H 2.568 0.205 -1.630
H -2.428 -1.684 4.978